Computed, not measured: a structure of composition C25H58Cl3LiN2O11 in a non-equilibrium geometry, with ωB97M-V with the def2-TZVPD basis set.

Last column: Mulliken charge in e.
Geometry (Å):
1 Li 0.985 1.353 -1.769  0.858
2 C -1.403 6.825 1.936  -0.910
3 O -1.761 5.508 2.023  -0.135
4 C -2.898 5.038 1.414  -0.762
5 C -3.060 3.667 1.928  -0.375
6 N -1.769 2.819 1.596  0.211
7 H -1.514 2.903 0.623  0.394
8 H -1.062 3.204 2.207  0.151
9 C -1.952 1.340 1.896  -0.459
10 C -1.529 1.114 3.296  -0.064
11 O -2.545 1.641 4.068  -0.438
12 C -2.164 1.718 5.450  -0.510
13 H -2.213 7.323 2.468  0.412
14 H -1.200 7.231 0.945  0.334
15 H -0.538 6.959 2.586  0.226
16 H -2.757 4.937 0.338  0.327
17 H -3.853 5.548 1.539  0.473
18 H -3.950 3.112 1.631  0.470
19 H -3.003 3.632 3.016  0.308
20 H -1.237 0.841 1.241  0.233
21 H -2.983 1.049 1.693  0.411
22 H -0.591 1.601 3.559  -0.029
23 H -1.402 0.083 3.626  0.520
24 H -2.039 0.695 5.804  0.261
25 H -2.871 2.249 6.087  0.296
26 H -1.309 2.380 5.590  0.103
27 C -2.952 -1.847 -7.849  -0.791
28 O -2.584 -2.337 -6.544  -0.295
29 C -3.374 -1.889 -5.462  -0.581
30 C -3.013 -2.643 -4.175  -0.610
31 N -1.540 -2.425 -3.722  -0.129
32 H -0.941 -2.627 -4.510  0.476
33 H -1.358 -1.445 -3.560  0.376
34 C -1.028 -3.145 -2.460  -0.485
35 C -1.080 -4.706 -2.575  -0.497
36 O -2.414 -5.159 -2.729  -0.399
37 C -2.380 -6.594 -3.066  -0.714
38 H -2.766 -0.781 -7.975  0.335
39 H -4.020 -1.786 -8.061  0.324
40 H -2.380 -2.348 -8.630  0.268
41 H -4.430 -1.952 -5.728  0.475
42 H -3.283 -0.818 -5.280  0.360
43 H -3.208 -3.716 -4.185  0.363
44 H -3.573 -2.361 -3.283  0.398
45 H -1.659 -2.900 -1.606  0.304
46 H -0.013 -2.806 -2.254  0.233
47 H -0.409 -5.188 -1.865  0.299
48 H -0.525 -4.994 -3.469  0.418
49 H -3.400 -6.974 -3.129  0.296
50 H -1.856 -7.140 -2.281  0.229
51 H -1.875 -6.857 -3.995  0.337
52 Cl 1.507 -0.931 0.391  1.661
53 O 0.164 -1.420 0.587  -0.659
54 O 1.970 -1.460 -0.810  -0.615
55 O 1.404 0.498 0.260  -0.767
56 O 2.395 -1.252 1.464  -0.632
57 C 4.691 1.547 -3.276  -0.497
58 C 4.518 2.998 -2.871  -0.578
59 C 3.669 2.938 -1.648  -0.406
60 O 2.883 1.812 -1.867  -0.201
61 C 3.577 0.771 -2.548  -0.360
62 H 5.690 1.263 -2.944  0.318
63 H 4.522 1.277 -4.318  0.244
64 H 4.094 3.645 -3.639  0.272
65 H 5.537 3.360 -2.735  0.292
66 H 3.010 3.800 -1.554  0.286
67 H 4.276 2.760 -0.760  0.221
68 H 2.937 0.343 -3.319  0.316
69 H 3.875 -0.034 -1.876  0.204
70 C 2.740 4.455 2.607  -0.662
71 C 2.408 4.404 4.093  -0.489
72 C 0.888 4.402 4.154  -0.398
73 O 0.524 3.599 3.014  -0.335
74 C 1.481 4.006 1.985  0.023
75 H 3.595 3.816 2.386  0.299
76 H 2.980 5.463 2.268  0.344
77 H 2.817 5.183 4.737  0.443
78 H 2.716 3.458 4.538  -0.023
79 H 0.534 5.425 4.022  0.011
80 H 0.477 4.024 5.090  0.355
81 H 0.981 4.763 1.380  0.327
82 H 1.731 3.147 1.361  -0.275
83 C 1.777 -4.972 0.299  -0.248
84 C 1.801 -6.456 0.309  -0.611
85 C 0.474 -6.941 0.837  -0.362
86 O -0.016 -5.886 1.574  -0.522
87 C 0.442 -4.663 0.936  -0.095
88 H 1.817 -4.586 -0.720  0.055
89 H 2.615 -4.523 0.831  0.439
90 H 2.692 -6.730 0.874  0.290
91 H 1.846 -6.823 -0.716  0.270
92 H 0.664 -7.761 1.531  0.313
93 H -0.310 -7.223 0.135  0.159
94 H 0.542 -3.939 1.744  0.246
95 H -0.385 -4.394 0.279  0.043
96 C 1.683 -0.614 5.020  0.462
97 Cl 0.227 -1.056 5.847  -0.141
98 Cl 2.428 0.886 5.674  -0.177
99 H 2.418 -1.416 4.954  0.380
100 H 1.368 -0.298 4.026  -0.514

Output
**Charge**: +2
**Calculated total energy**: -90115.27463 eV
**HOMO energy**: -12.8078 eV
**Orbital gap**: 6.3 eV
**M**: 676.04 g/mol
**LUMO level**: -6.484 eV